DFT (ωB97M-V with the def2-TZVPD basis set) results for a structure of composition C12H33FN3O3Pd at a distorted geometry.

## Properties
E_HOMO (alpha / beta): -11.4 / -12.3 eV
ΔE to the lowest compared entry with this formula, charge and spin: 144.8 kJ/mol
⟨S²⟩: 2.005
Spin multiplicity: 3
Charge: +1

Each line ends with the Löwdin charge.
Positions of all 53 atoms, in Å:
Pd: 0.561 -1.055 0.194  1.062
F: 1.113 -3.217 0.582  -0.625
C: 4.636 0.513 1.168  -0.056
C: 3.304 0.425 0.479  -0.408
C: 3.488 -0.505 -0.751  -0.144
O: 2.158 -0.637 -1.346  -0.317
C: 2.257 -1.395 -2.571  -0.054
N: 2.362 -0.238 1.395  0.010
H: 4.694 1.375 1.832  0.090
H: 5.413 0.769 0.448  0.090
H: 4.890 -0.392 1.721  0.099
H: 2.947 1.412 0.184  0.139
H: 3.829 -1.504 -0.478  0.143
H: 4.268 0.030 -1.293  0.132
H: 2.882 -0.740 -3.177  0.098
H: 1.306 -1.652 -3.037  0.086
H: 2.757 -2.344 -2.375  0.099
H: 2.780 -1.075 1.776  0.095
H: 2.430 0.376 2.194  0.088
C: -3.428 -2.674 -1.003  -0.044
C: -2.416 -1.695 -0.369  -0.356
C: -2.249 -1.819 1.173  -0.144
O: -1.091 -1.089 1.548  -0.345
C: -0.933 -1.000 2.979  -0.051
N: -1.115 -1.830 -1.093  0.009
H: -4.479 -2.565 -0.737  0.086
H: -3.215 -3.686 -0.659  0.084
H: -3.423 -2.794 -2.086  0.083
H: -2.814 -0.694 -0.533  0.124
H: -2.114 -2.855 1.486  0.143
H: -3.094 -1.347 1.674  0.137
H: -0.325 -0.150 3.289  0.083
H: -0.385 -1.816 3.451  0.102
H: -1.913 -0.907 3.448  0.098
H: -0.999 -2.829 -1.004  0.084
H: -1.281 -1.862 -2.089  0.097
C: 0.171 2.682 1.302  -0.031
C: -0.847 1.859 0.414  -0.371
C: -1.820 2.812 -0.331  -0.200
O: -2.561 2.063 -1.248  -0.229
C: -3.346 2.821 -2.132  -0.075
N: -0.057 1.014 -0.511  0.024
H: -0.398 3.320 1.979  0.086
H: 0.966 3.273 0.847  0.082
H: 0.645 1.867 1.848  0.045
H: -1.483 1.293 1.094  0.122
H: -1.153 3.459 -0.901  0.132
H: -2.477 3.269 0.409  0.140
H: -4.006 3.456 -1.542  0.097
H: -3.846 2.102 -2.780  0.098
H: -2.613 3.391 -2.703  0.092
H: 0.606 1.722 -0.793  0.085
H: -0.582 1.061 -1.373  0.083